1.
14
Properties=species:S:1:pos:R:3 method="wB97M-V/def2-TZVPD" e_lumo_ha=-0.0136 e_homo_ev=-8.90 smiles="S=CC1(S)CNC1"
S 2.42829 1.24711 -0.26787
C 1.39542 0.48832 0.68942
C -0.06147 0.31585 0.38658
S -1.15923 1.02010 1.62503
C -0.32223 -1.16654 -0.05465
N -0.71432 -0.75874 -1.40444
C -0.53173 0.66121 -1.06898
H 1.65217 0.10036 1.68040
H -0.73838 0.27412 2.72592
H 0.48647 -1.94374 0.07895
H -1.20836 -1.51734 0.46775
H -0.02280 -1.13315 -2.08728
H 0.24917 1.15074 -1.65024
H -1.45299 1.26169 -1.12060

2.
13
Properties=species:S:1:pos:R:3 method="wB97M-V/def2-TZVPD" e_lumo_ha=0.0335 e_homo_ev=-7.99 smiles="C=CN.C"
C 0.86337 -0.17646 -2.28454
C 0.83966 1.17619 -2.27397
N 0.92437 1.89975 -1.12745
H 0.63876 -0.56324 -1.33822
H 0.94705 -0.74865 -3.14705
H 0.79592 1.82040 -3.21898
H 0.64100 1.32285 -0.25316
H 1.50740 2.72597 -1.21469
C -1.37991 -1.44200 2.99557
H -2.28080 -2.10050 2.95874
H -1.57971 -0.64326 3.76488
H -0.61561 -2.21354 3.12962
H -1.30149 -1.05751 2.00925

3.
25
Properties=species:S:1:pos:R:3 method="wB97M-V/def2-TZVPD" e_lumo_ha="0.0195 / -0.0806" e_homo_ev="-8.52 / -6.83"
C 0.04201 0.67793 0.80701
C 1.31303 0.66984 0.18950
C -0.83029 -0.46648 0.22001
C 1.63773 1.73890 -0.81235
C 2.35487 -0.21860 0.59171
C -0.78550 -0.78408 -1.36838
C -0.46672 -1.78544 0.70937
P -2.68100 -0.14726 0.66835
S -3.90741 -0.84057 -0.77750
S -2.67061 1.91050 0.22395
H 0.08984 0.32938 1.86985
H -0.42642 1.67139 0.79482
H 2.67655 2.12815 -0.76644
H 0.85808 2.48064 -0.91541
H 1.70132 1.22112 -1.81164
H 2.19250 -1.23414 0.04134
H 2.40592 -0.52382 1.56983
H 3.35105 0.17690 0.14380
H -1.26611 0.03770 -1.97103
H -1.23522 -1.73856 -1.65299
H 0.17948 -1.05416 -1.65449
H -1.43593 -2.38755 0.45927
H -0.36181 -1.85900 1.81076
H 0.23249 -2.41691 0.29511
H -2.96786 2.41409 1.33555

4.
83
Properties=species:S:1:pos:R:3 method="wB97M-V/def2-TZVPD" e_lumo_ha=-0.2949 e_homo_ev=-13.88 total_charge=+2
W 0.08984 -1.23550 -1.46351
C 0.59427 -6.03446 0.42259
C -0.42010 -6.00360 -0.53234
C -1.05777 -4.81717 -0.83649
C -0.67283 -3.65103 -0.17062
C 0.32099 -3.68307 0.80433
C 0.95889 -4.87499 1.09569
N -1.23188 -2.37226 -0.49252
C -2.60266 -2.15992 -0.62385
C -3.59061 -2.94897 -0.04633
C -4.91218 -2.59163 -0.22824
C -5.27908 -1.46252 -0.97635
C -4.31364 -0.67888 -1.55526
C -2.97784 -1.04291 -1.37241
N -1.88108 -0.40057 -1.92127
N -2.01339 0.61644 -2.60886
C -0.82131 1.01382 -3.20749
C -0.86276 2.09432 -4.06795
C 0.28447 2.45300 -4.74974
C 1.43942 1.71517 -4.54469
C 1.41791 0.65404 -3.66235
N 0.30853 0.29676 -3.00719
H 1.08906 -6.97058 0.65068
H -0.71669 -6.91222 -1.04140
H -1.85475 -4.79590 -1.56790
H 0.55144 -2.77495 1.34680
H 1.71963 -4.90593 1.86687
H -3.32168 -3.80785 0.55491
H -5.68761 -3.19932 0.22184
H -6.32478 -1.21430 -1.09451
H -4.55442 0.20168 -2.13736
H -1.80512 2.61111 -4.18900
H 0.28148 3.29441 -5.43185
H 2.36377 1.95969 -5.05169
H 2.30139 0.07842 -3.45675
Se 2.47349 -1.57907 -0.90877
Se 2.44150 -3.60600 -2.12115
Te 1.47575 -2.85220 -4.29645
Se -0.86332 -2.50226 -3.50388
C 2.36007 -1.67339 3.32188
C 2.31821 -0.22191 2.88251
C 1.72340 0.65586 3.97486
C 3.70666 0.26817 2.50187
O 1.48160 -0.22679 1.67107
Si 0.59884 0.99896 1.05390
O 0.08662 0.24162 -0.41006
O -0.63625 1.33653 2.01949
C -1.95081 1.93212 1.85598
C -2.23947 2.65224 3.15958
C -2.94554 0.80426 1.62561
C -1.92713 2.90725 0.68492
O 1.39855 2.34324 0.74027
C 2.18131 3.03478 -0.25557
C 1.20948 3.66034 -1.24437
C 3.11637 2.06308 -0.95725
C 2.96331 4.10091 0.48893
H 2.92338 -1.76019 4.25262
H 2.85445 -2.29275 2.56683
H 1.35031 -2.05080 3.50202
H 2.35026 0.59125 4.86547
H 0.71516 0.33148 4.23358
H 1.68446 1.70548 3.66833
H 4.39844 0.10676 3.33037
H 3.69202 1.33653 2.27501
H 4.08381 -0.27834 1.63637
H -2.18922 1.95332 3.99600
H -3.23833 3.09361 3.13200
H -1.51111 3.44913 3.32654
H -3.07898 0.21792 2.53607
H -2.56842 0.14460 0.84852
H -3.91617 1.19596 1.31591
H -1.14222 3.65259 0.83079
H -2.88520 3.42136 0.59977
H -1.73774 2.38067 -0.26053
H 0.54917 2.89207 -1.65947
H 1.75483 4.13573 -2.06276
H 0.59235 4.41510 -0.75361
H 2.54284 1.34432 -1.54879
H 3.72308 1.51835 -0.23388
H 3.78765 2.60192 -1.62937
H 2.28466 4.72208 1.07468
H 3.49902 4.73811 -0.21712
H 3.68994 3.64565 1.16546

Repeat the third record exactly.
25
Properties=species:S:1:pos:R:3 method="wB97M-V/def2-TZVPD" e_lumo_ha="0.0195 / -0.0806" e_homo_ev="-8.52 / -6.83"
C 0.04201 0.67793 0.80701
C 1.31303 0.66984 0.18950
C -0.83029 -0.46648 0.22001
C 1.63773 1.73890 -0.81235
C 2.35487 -0.21860 0.59171
C -0.78550 -0.78408 -1.36838
C -0.46672 -1.78544 0.70937
P -2.68100 -0.14726 0.66835
S -3.90741 -0.84057 -0.77750
S -2.67061 1.91050 0.22395
H 0.08984 0.32938 1.86985
H -0.42642 1.67139 0.79482
H 2.67655 2.12815 -0.76644
H 0.85808 2.48064 -0.91541
H 1.70132 1.22112 -1.81164
H 2.19250 -1.23414 0.04134
H 2.40592 -0.52382 1.56983
H 3.35105 0.17690 0.14380
H -1.26611 0.03770 -1.97103
H -1.23522 -1.73856 -1.65299
H 0.17948 -1.05416 -1.65449
H -1.43593 -2.38755 0.45927
H -0.36181 -1.85900 1.81076
H 0.23249 -2.41691 0.29511
H -2.96786 2.41409 1.33555